1.
Formula: C43H47Br2N5O2STi
Source: OMol25
Level of theory: wB97M-V/def2-TZVPD

E_LUMO	0.009	hartree
gap between HOMO and LUMO	8.2	eV
relative energy (zero: lowest compared OMol25 entry of this formula, charge and spin)	0.0	kcal/mol
multiplicity	1
net charge	0

Each line ends with the Mulliken charge.
CARTESIAN COORDINATES (ANGSTROEM)
C: -2.51619 -3.01934 -4.06373  -0.9893
C: -2.46094 -2.09417 -5.09760  -0.7868
C: -1.38414 3.38181 0.40203  -0.8981
H: 1.94504 0.27370 -6.61588  0.4000
C: 0.44644 -2.77268 -0.94204  -0.4388
H: -5.81024 1.65142 2.42422  0.4126
H: -1.97074 -2.64215 -0.02301  1.3453
H: 2.42740 -4.10822 6.20665  0.3897
C: 1.85230 4.40730 -1.99891  -0.3351
H: -2.48301 -2.42527 -6.12763  0.4174
H: 1.86542 6.50067 -2.42633  0.4219
H: -2.58462 -4.07696 -4.28453  0.4536
H: -1.00825 -0.58664 3.22681  -0.1373
C: 2.38047 -3.97599 5.12421  -0.6994
H: 3.99951 1.32214 -3.01597  0.3903
C: 1.84110 1.96015 -1.48918  2.3563
H: 1.35798 -4.16754 4.80396  0.3626
H: -2.58426 -3.32856 -1.95487  0.4541
H: -0.20997 0.81316 -5.53303  0.3812
C: 2.47013 -1.53541 -1.14940  -0.8737
H: -0.26113 1.58519 -3.18081  0.2473
H: 2.28301 -3.61011 -1.66524  0.4862
O: -2.01061 0.58145 -0.91369  0.8259
H: -7.76215 -0.78315 0.13907  0.4006
C: 3.76661 3.54583 -0.84569  -0.1508
H: 3.56198 0.78120 -0.85257  0.8785
Br: -2.30972 3.92881 -1.23317  -0.2809
H: 4.05419 0.52866 -5.34009  0.4344
Br: 0.46113 1.63456 2.30814  -0.5307
C: 3.10422 0.75200 -4.87125  -0.8130
C: 0.67976 1.34741 -3.65872  0.3694
H: 3.15809 1.15691 4.45227  0.3245
H: 3.07099 -5.96118 4.64073  0.3609
C: -2.47123 -0.74965 -0.99046  1.5002
C: -3.95393 -0.77720 -0.59750  0.1667
H: -2.17671 -0.70891 4.54661  0.4831
C: 3.33869 -4.92634 4.42308  -0.9681
C: 1.81040 -0.41536 -0.66999  0.4330
H: -0.12712 -3.68364 -1.03791  0.5478
H: -4.36991 0.90363 -1.85655  0.3715
S: 1.24726 -2.60272 2.59700  -0.3601
H: -2.07958 3.54554 1.21885  0.7645
H: 3.28640 -4.77394 3.34520  0.2519
H: 5.29592 4.97362 -0.37327  0.4224
H: 4.36623 -4.76296 4.75321  0.2958
C: 3.65393 5.88467 -1.40497  -0.5146
H: 3.51318 -1.45666 -1.42324  0.5649
C: 0.71450 0.91553 -4.97983  -0.5441
C: -2.49897 -2.59212 -2.74540  -0.1946
C: -4.50293 -1.70937 0.27056  0.1023
C: -3.80513 1.68329 1.46540  -0.4348
H: -4.67134 -0.07769 3.92147  0.2020
N: -4.21680 0.40241 3.16558  0.0480
C: 2.40703 5.67344 -1.98588  -0.8311
H: 5.43768 0.50173 5.29825  0.3572
C: -2.35344 -0.31722 -3.47652  -0.0974
H: 0.87405 4.24574 -2.43632  0.3187
H: 2.27089 -0.11637 2.86280  -0.3414
N: -2.64901 0.98743 1.75361  0.3905
C: -0.15835 -1.62992 -0.45216  -1.1191
C: 2.51749 0.91172 -0.57242  -2.3566
H: -1.69983 -1.21484 0.95497  -0.9556
H: -2.36445 -0.01206 -5.59708  0.6106
C: -6.69877 -0.77796 -0.06387  -0.6775
C: -1.60716 -1.61714 -0.05492  -0.8920
C: 2.25427 -1.91706 3.75638  0.3092
C: -2.38857 -0.74225 -4.79773  -1.0616
H: -6.27878 -2.43943 1.22387  0.4529
H: 2.47547 1.28839 0.45107  0.5452
C: -5.86806 -1.70548 0.54137  -0.9296
C: -2.05169 -0.77236 3.46436  -1.0488
H: 4.31119 2.73302 -0.38267  0.4127
H: 3.34955 -2.13110 5.44859  0.1675
C: 3.42092 0.11123 4.61336  -0.7749
N: 2.67408 -2.57829 4.85256  -0.1040
H: 5.29212 0.27922 3.54958  0.2851
H: 5.21908 -1.11674 4.61933  0.2823
H: -2.28765 -1.79440 3.15829  0.2339
O: 0.54104 2.13304 -1.03215  -0.5063
H: -6.79163 0.89353 -1.41170  0.4273
C: -4.79635 0.15987 -1.19445  -0.1461
C: 1.78276 -2.72773 -1.28848  -1.2490
N: 0.51400 -0.47081 -0.31660  1.8691
H: -3.85817 2.37174 0.63946  0.4690
C: -4.78709 1.33653 2.33152  -1.1333
C: -6.15429 0.15855 -0.93633  -0.8772
C: -2.40346 -1.23839 -2.43811  0.5471
C: 1.85545 1.48000 -2.93858  -0.1423
H: -0.54293 4.06517 0.48554  0.6409
H: -2.29408 0.73696 -3.24030  0.6338
C: 3.06957 1.18775 -3.55726  -0.4274
C: -2.93201 0.21097 2.77919  0.1910
N: 2.68821 -0.65063 3.61902  0.2633
Ti: -0.69090 1.38635 0.05322  -0.2602
H: 4.08977 6.87526 -1.39372  0.3968
C: 4.32900 4.81974 -0.83532  -0.9112
C: 2.52782 3.32926 -1.43022  -0.3990
H: -3.88099 -2.44848 0.75780  0.4161
H: 3.05975 -0.13892 5.61620  0.4382
C: 1.92150 0.61212 -5.58810  -0.7975
C: 4.93232 -0.06834 4.51796  -0.9360

---

2.
Formula: C43H47Cl3N7NiO2Se
Source: OMol25
Level of theory: wB97M-V/def2-TZVPD

E_LUMO (spin up / spin down)	0.060 / 0.060	hartree
gap between HOMO and LUMO (spin up / spin down)	5.7 / 5.7	eV
relative energy (zero: lowest compared OMol25 entry of this formula, charge and spin)	2.6	kcal/mol
multiplicity	1
net charge	-1

Each line ends with the Mulliken charge.
CARTESIAN COORDINATES (ANGSTROEM)
H: -2.88378 2.76718 -4.86186  0.4576
C: -0.20517 0.01236 -3.57365  -0.7541
C: -1.03386 -0.15137 2.60636  -0.2510
H: 1.54229 -0.51572 -5.77117  0.4033
C: -4.25172 2.63166 -2.35896  -1.2835
N: 3.47514 0.65752 0.17948  -0.4651
H: -0.34135 -2.18294 -5.58353  0.2281
H: 2.25052 -4.20503 4.64615  0.2508
C: 4.26562 -3.17833 1.90338  -1.0943
H: 4.00222 -2.94330 -4.38096  0.3758
C: -0.84041 4.02128 -0.25266  0.0553
H: -1.05330 0.42492 5.31492  0.3766
C: 1.71745 -1.52392 -5.38647  -1.3025
H: 2.40115 -4.81604 -3.93447  0.2478
C: 1.05047 -1.38747 2.36514  0.7050
H: 2.69915 -1.82709 -5.75816  0.4195
H: 3.62611 -2.11988 4.52192  0.5005
C: -2.41482 0.78233 1.22970  0.2962
H: 3.58897 -4.92226 0.79771  0.2224
H: -4.77918 4.71453 -2.01907  0.4675
H: -2.58976 -0.20055 -5.58799  0.1894
C: -3.05899 1.72690 -2.34214  0.7499
H: 0.80619 -3.24745 4.95090  0.2711
C: -5.41028 1.26577 2.62502  -1.2265
H: 3.57873 -2.93415 -0.69465  0.4147
C: -3.09421 0.76578 -5.64631  -1.1286
N: 1.05368 -1.47483 0.99783  -0.6579
H: 4.77449 -2.97373 2.84841  0.4450
N: 0.98900 -1.03761 -1.74250  -0.1038
H: -5.50806 0.39839 3.28095  0.2754
C: -4.06904 1.97018 2.84847  -1.1341
H: 4.04592 -5.27400 -3.46981  0.3927
C: 2.76618 1.33751 1.05174  0.1346
H: -6.24673 1.93925 2.82267  0.4133
H: -4.00808 2.30813 3.88596  0.3752
H: -4.11319 0.62620 -5.28111  0.3129
C: 2.21792 -2.10672 0.69907  0.3395
C: 2.66692 -2.36239 -0.58140  -0.8327
C: 2.22485 -1.99351 2.93220  0.4641
H: -4.00560 -0.37847 5.16052  0.2099
H: 0.86756 3.54075 3.50758  0.5853
C: -2.06036 0.54994 4.91187  -1.1848
H: -3.47508 4.12002 -0.97381  0.0671
N: 1.40213 1.43125 0.94752  0.9630
H: -2.66290 -1.51768 5.17180  0.2847
C: 2.95585 -2.45583 1.88270  0.8063
C: 0.81342 2.20498 1.79829  -0.4198
C: 4.11102 -4.69174 1.72787  -1.1435
C: 0.05799 -0.80525 3.11658  -0.6433
C: -2.97842 -0.52517 5.49822  -1.1960
N: -1.29974 0.01055 1.26991  -0.5348
C: 1.88944 -3.27103 5.08011  -1.1859
C: -1.20128 0.56689 -2.81032  0.3798
H: 3.33673 3.26770 3.86889  0.4565
H: 2.86106 -4.81460 -2.23674  0.2335
H: 0.63884 -2.46402 -7.03094  0.3860
H: -3.14636 4.47438 -2.66069  0.1443
C: 3.64755 -3.13347 -3.36548  -1.1391
Cl: -0.23341 5.47350 -2.55842  -0.1782
C: 3.21809 -4.59838 -3.24438  -1.0621
C: -0.31874 5.44501 -0.78041  0.6431
C: 3.51786 1.96061 2.13197  1.0929
H: -4.00884 2.86775 2.22700  0.2492
H: -0.25778 2.33890 1.68016  0.9334
C: -3.00048 1.27312 0.08124  -0.5114
C: 2.07227 -1.87664 -1.70643  0.3503
Cl: -1.32789 6.80649 -0.24845  -0.1730
C: 2.54005 -2.18079 -3.04376  0.6354
C: -2.24363 1.40814 -3.36611  0.9981
C: -2.88973 1.10105 2.54972  1.0374
N: 4.81544 1.76065 2.14638  -0.9332
H: 4.91551 -2.78483 1.11659  0.2686
H: 2.22080 -1.14789 4.88518  0.3782
H: -1.36428 1.98533 -5.21658  0.4435
H: 2.10738 -3.28509 6.15018  0.3987
H: -2.97145 -0.50380 6.59014  0.4197
H: -3.14396 1.06329 -6.69598  0.3949
O: -1.64748 4.08166 0.68703  -0.6439
C: 2.54237 -2.06883 4.39237  -1.1415
H: -2.39843 1.53613 5.24048  0.5290
H: -5.49668 0.90796 1.59816  0.2770
C: 0.78213 -0.79189 -3.06186  0.2215
H: 3.52357 -5.11496 2.54447  0.2466
H: 5.08169 -5.19190 1.70952  0.4084
O: -0.30376 3.07612 -0.82725  -0.4451
Ni: -0.05397 -0.33317 -0.22162  -0.3493
C: 2.80112 2.77482 3.06832  -0.8573
H: -0.20390 0.21171 -4.63652  0.3240
H: -4.69673 2.61097 -3.35763  0.4462
H: -3.86786 1.90797 0.18962  0.3881
N: -1.37245 0.37175 -1.47813  -0.5933
C: 0.64886 -2.47108 -5.93905  -1.0344
C: -2.02139 0.51863 3.41559  1.0555
C: -3.89694 4.07153 -1.97821  -0.7753
H: -5.01521 2.24888 -1.67585  0.4165
Cl: 1.32902 5.67218 -0.12411  -0.1952
H: 0.16580 -0.83579 4.19297  0.3293
C: 1.47510 2.91017 2.87162  -1.6929
H: 4.49857 -2.94865 -2.70382  0.3910
C: 1.73927 -1.49863 -3.89119  0.5640
C: -2.35981 1.81070 -4.80197  -1.2148
H: 0.83274 -3.49359 -5.60477  0.2364
C: -2.48849 1.10087 -1.16592  -0.0126
Se: 5.16277 0.74920 0.71467  0.1178

---

3.
Formula: C43H48BN6OP2S2Tl
Source: OMol25
Level of theory: wB97M-V/def2-TZVPD

E_LUMO	-0.014	hartree
gap between HOMO and LUMO	6.7	eV
multiplicity	1
net charge	0

Each line ends with the Mulliken charge.
CARTESIAN COORDINATES (ANGSTROEM)
H: 0.91649 5.54643 0.88806  0.4763
H: 0.74366 2.30621 -6.48143  0.3850
C: 0.86362 2.50493 -5.42389  -0.5363
H: 1.52265 1.31173 4.40346  0.5621
P: -1.76667 -0.33635 1.64800  1.5135
N: 1.33626 -3.47552 3.49096  -0.1042
H: 3.12595 2.62628 2.64776  0.5338
C: -2.47657 -3.84685 -2.37074  -0.8022
H: 0.12186 -1.35424 -3.57511  0.5645
N: -0.55877 -2.49485 -2.01386  0.0368
H: -3.22542 -4.51877 -1.97564  0.3231
C: 1.94310 1.55151 1.14018  -0.2229
C: -3.05489 -1.55247 2.06632  0.4617
C: 1.14718 2.97101 -2.67402  0.0026
C: 3.37702 7.32945 -0.60773  -0.4552
C: 1.06805 -3.19304 2.19571  -0.2105
H: -1.02204 -5.83340 0.56424  0.3041
C: -4.36028 -2.90457 3.57377  -0.7037
C: -0.61673 -2.08952 -3.27752  -0.3140
H: 3.21328 -3.43395 -2.75526  0.3251
C: 2.05009 4.87345 -0.80134  0.3475
H: -4.45140 0.50492 0.92274  0.2937
C: 2.03250 2.13750 -3.34930  0.2915
H: -4.49935 4.65719 1.94065  0.3834
H: 2.09407 7.71491 1.06602  0.3941
H: -5.81446 -4.19805 2.66941  0.3834
C: 1.50564 1.23489 3.32522  -1.1623
C: 1.89042 1.90329 -4.71337  -0.8629
H: -2.52130 -5.59241 -0.35449  0.4282
H: 4.57108 -4.23497 4.32846  0.4016
S: 3.51120 -1.14950 -2.25521  0.3896
C: 2.37089 7.01055 0.29093  -0.5498
C: -0.01690 3.35514 -4.76514  -0.6730
C: -1.45330 -3.37815 -1.55664  0.5228
S: 2.21972 -2.31246 1.24933  -0.4921
C: -3.74202 -2.11484 0.98815  -0.1902
H: 2.43538 -3.29833 5.22131  0.5043
N: -0.11028 -3.60741 1.76993  -1.3714
N: -0.92712 0.26040 -1.51148  -0.9496
C: -0.57003 -0.31193 3.04239  -1.3736
O: 2.07353 -0.89118 -1.88397  -0.4506
N: -0.44615 -3.16267 0.54820  1.3794
H: 3.35088 4.50455 -2.47403  0.3466
H: 3.02446 -2.33710 3.86888  0.1912
H: 3.44682 -3.16616 -0.99889  0.1023
C: 4.52372 -0.53140 -0.90283  -0.6108
C: 3.79184 -2.90426 -2.00001  -0.8468
H: -2.15281 4.49275 2.71129  0.4456
C: 3.72973 6.42066 -1.59837  -0.6277
H: -1.00054 0.15252 3.93060  0.7768
C: 0.12167 3.57599 -3.40484  -0.6336
C: -1.83081 -5.13226 0.34803  -1.5576
C: -2.63375 1.26631 1.79028  0.7610
H: 2.58805 1.24515 -5.21850  0.3954
C: -3.37375 -1.95181 3.36058  -0.6642
C: 2.38970 2.09690 -0.17995  0.2094
H: 4.56230 0.55332 -0.98436  0.1955
H: -0.82398 3.82568 -5.31237  0.4055
H: 4.51549 6.66446 -2.30318  0.4009
H: 2.50046 1.29091 -0.90762  -1.3685
H: -3.50547 -1.79323 -0.02310  0.5017
H: 4.06301 -0.82044 0.04270  0.1084
H: -0.94986 2.36023 2.58278  0.1482
B: -3.36757 0.53817 -2.67142  0.8971
H: 3.24757 -5.39009 4.10488  0.3113
H: -3.88296 -0.51279 -2.31181  -0.1959
C: -3.94849 1.37235 1.33298  -0.6032
C: 3.07270 5.20228 -1.69287  -0.3430
H: -5.28092 -3.47175 0.36093  0.4414
H: -3.94872 1.49545 -2.21580  -0.2154
H: 5.52465 -0.95421 -0.99430  0.5600
H: -0.58719 4.21671 -2.88961  0.3802
C: -2.66287 3.61626 2.33043  -0.8475
C: -1.98576 2.40554 2.26972  -0.2505
C: -1.58298 -2.53902 -4.16070  -0.8988
N: 0.88058 0.68486 1.23976  1.0400
H: 2.85438 1.65941 -2.83056  0.5950
P: 1.10333 3.28654 -0.86023  0.3251
C: 3.62701 -4.41042 3.80768  -1.0766
H: -2.34296 -4.93592 1.29243  0.3011
H: -5.63628 2.65469 1.03508  0.4153
C: 2.34161 1.92191 2.40530  -1.2046
H: 3.81912 -4.42370 2.73458  0.2305
C: 1.71027 5.79184 0.19081  -0.4526
H: -4.60358 -3.21310 4.58304  0.4270
H: 3.88258 8.28503 -0.54252  0.3662
C: -4.61602 2.58582 1.39153  -0.7869
H: -0.33579 -1.34711 3.29038  0.5151
H: -1.59748 -2.18600 -5.18196  0.4629
H: 3.33983 2.61597 -0.06412  0.9579
H: 4.85546 -3.11135 -2.12314  0.4914
C: -1.24542 -3.85474 -0.16728  0.4432
C: -5.04341 -3.45666 2.49794  -0.7084
H: -3.24660 0.57555 -3.87577  -0.2021
H: -2.84954 -1.51875 4.20506  0.3873
H: -3.34755 -3.74777 -4.32795  0.4218
Tl: 0.31358 -0.95474 -0.18692  2.3988
C: -2.54338 -3.41465 -3.68511  -0.7265
H: 0.64404 -4.05202 3.94420  0.3199
C: -1.94471 0.44336 -2.02826  -0.1973
C: -4.74054 -3.05544 1.20305  -0.9463
C: 0.63781 0.47250 2.58279  -0.4240
C: -3.97737 3.70905 1.89703  -0.4995
C: 2.62646 -3.31018 4.14857  -0.5722